ORCA calculation (ωB97M-V with the def2-TZVPD basis set) on a structure of composition C35H28AuN10O4 in a non-equilibrium geometry.

The calculation puts the highest occupied orbital energy (alpha / beta) at -10.40 / -10.03 eV. The expectation value of S² is 2.17. Its LUMO energy (alpha / beta) is -0.115 / -0.173 Eh. The gap between HOMO and LUMO (alpha / beta) is 7.266 / 5.340 eV.

```
! RIJCOSX wB97M-V def2-TZVPD def2/J DEFGRID3
* xyz 1 3
Au 14.43 11.60 13.31
C 18.95 12.20 11.52
O 19.51 11.74 12.82
C 18.90 11.78 14.00
C 19.74 11.56 15.11
C 19.19 11.57 16.40
C 17.84 11.95 16.58
C 16.94 12.11 15.53
C 15.66 12.52 15.79
N 14.79 12.98 14.84
N 14.04 14.01 15.08
C 13.84 14.87 14.04
O 14.25 14.72 12.85
C 13.06 16.08 14.41
C 12.81 16.98 13.41
C 12.33 18.26 13.68
C 11.89 18.53 14.93
C 12.00 17.54 15.92
C 12.68 16.36 15.76
C 17.38 11.84 14.14
O 16.62 11.94 13.08
H 18.79 13.29 11.66
H 17.94 11.74 11.31
H 19.74 11.87 10.87
H 20.80 11.47 14.96
H 19.69 11.28 17.34
H 17.46 12.27 17.58
H 15.34 12.70 16.85
H 13.08 16.74 12.38
H 12.22 18.98 12.85
H 11.53 19.48 15.20
H 11.51 17.72 16.88
H 12.86 15.68 16.57
C 9.16 12.55 11.57
N 10.39 12.23 12.35
C 11.66 12.62 12.35
N 12.37 11.77 13.09
C 11.45 10.78 13.50
N 10.26 11.09 13.16
C 9.28 12.45 10.05
C 8.43 13.20 9.23
C 8.36 13.03 7.85
C 9.12 12.05 7.19
C 10.03 11.32 8.00
C 9.97 11.46 9.40
C 10.95 10.38 7.43
N 10.95 10.07 6.12
N 11.95 9.07 5.92
C 12.45 8.82 7.13
O 11.78 9.55 8.19
C 13.59 7.96 7.41
C 14.23 7.44 6.28
C 15.54 6.96 6.41
C 16.13 6.84 7.68
C 15.48 7.36 8.80
C 16.14 7.28 10.19
N 15.53 8.21 11.18
C 15.03 9.44 11.17
N 14.56 9.79 12.42
C 14.93 8.68 13.19
N 15.48 7.73 12.48
C 14.14 7.79 8.66
H 8.94 13.61 11.87
H 8.42 11.84 12.05
H 12.06 13.54 11.95
H 11.63 9.91 14.14
H 7.95 14.11 9.65
H 7.62 13.68 7.32
H 9.18 11.86 6.09
H 10.39 10.68 10.04
H 13.71 7.39 5.28
H 16.16 6.73 5.54
H 17.13 6.41 7.76
H 17.21 7.54 10.16
H 16.09 6.29 10.64
H 15.01 10.06 10.26
H 14.73 8.68 14.25
H 13.49 8.05 9.54
*
```



ORCA calculation (ωB97M-V with the def2-TZVPD basis set) on a cluster of 2 separate species, C35H28BCl4N3O2 in total in a non-equilibrium geometry.

The calculation puts the highest occupied orbital energy at -6.20 eV. Its LUMO energy is -0.092 Eh. The gap between HOMO and LUMO is 3.702 eV.

```
! RIJCOSX wB97M-V def2-TZVPD def2/J DEFGRID3
* xyz 0 1
Cl 0.84 -4.89 -5.86
B 1.01 -3.02 -5.87
Cl 1.33 -2.42 -7.61
Cl -0.49 -2.19 -5.14
O 2.25 -2.72 -5.04
C 2.94 -1.64 -4.94
C 4.39 -1.69 -4.91
C 5.18 -0.61 -5.35
C 6.55 -0.58 -5.09
C 7.16 -1.67 -4.43
Cl 8.82 -1.62 -4.02
C 6.41 -2.84 -4.21
C 5.06 -2.87 -4.50
H 2.43 -0.68 -5.04
H 4.66 0.22 -5.84
H 7.18 0.26 -5.40
H 6.93 -3.72 -3.83
H 4.47 -3.78 -4.33
C 1.52 1.32 -0.34
O 0.57 0.28 0.03
C 0.19 0.16 1.32
C 1.20 0.27 2.36
C 1.05 1.27 3.34
C 1.95 1.34 4.41
C 2.99 0.41 4.50
C 3.16 -0.56 3.51
C 2.32 -0.59 2.40
C -1.17 0.24 1.60
N -1.74 0.27 2.84
C -1.31 -0.14 4.11
C -1.84 0.55 5.20
C -1.41 0.23 6.49
C -0.49 -0.82 6.68
C -0.05 -1.57 5.59
C -0.47 -1.25 4.30
N -3.05 0.71 2.76
C -3.32 0.84 1.48
C -4.67 1.01 0.95
C -5.03 0.64 -0.37
C -6.34 0.78 -0.81
C -7.34 1.25 0.05
C -7.01 1.58 1.38
C -5.69 1.44 1.83
N -2.19 0.60 0.71
C -2.01 1.05 -0.63
C -1.60 0.14 -1.60
C -1.38 0.60 -2.90
C -1.67 1.91 -3.25
C -2.07 2.82 -2.27
C -2.23 2.39 -0.94
H 1.52 1.26 -1.43
H 1.17 2.31 0.00
H 2.51 1.10 0.08
H 0.19 1.94 3.25
H 1.79 2.10 5.17
H 3.67 0.45 5.35
H 3.95 -1.30 3.58
H 2.44 -1.31 1.58
H -2.54 1.37 5.01
H -1.80 0.80 7.34
H -0.13 -1.04 7.69
H 0.62 -2.42 5.75
H -0.11 -1.80 3.43
H -4.29 0.22 -1.04
H -6.59 0.51 -1.84
H -8.37 1.35 -0.28
H -7.77 1.94 2.07
H -5.42 1.62 2.88
H -1.48 -0.91 -1.34
H -0.97 -0.10 -3.63
H -1.58 2.23 -4.29
H -2.26 3.87 -2.51
H -2.53 3.08 -0.15
*
```



ORCA calculation (ωB97M-V with the def2-TZVPD basis set) on a structure of composition C35H28BrF5N2O5SZn in a non-equilibrium geometry.

The calculation puts the highest occupied orbital energy at -7.62 eV. Its LUMO energy is 0.000 Eh. The gap between HOMO and LUMO is 7.613 eV.

```
! RIJCOSX wB97M-V def2-TZVPD def2/J DEFGRID3
* xyz 0 1
Zn 0.32 0.14 0.16
C -2.45 -0.69 -1.40
O -1.78 0.40 -0.80
C -2.50 1.30 -0.11
C -3.89 1.37 -0.12
C -4.52 2.34 0.65
Br -6.42 2.40 0.66
C -3.82 3.24 1.42
C -2.42 3.19 1.42
C -1.76 2.22 0.66
O -0.41 2.14 0.63
C -1.64 4.07 2.26
N -0.35 3.92 2.45
C 0.03 4.89 3.34
C 1.27 5.16 3.92
C 1.34 6.21 4.81
C 0.22 6.99 5.12
C -1.02 6.73 4.56
C -1.10 5.67 3.67
N -2.14 5.13 2.97
H -3.11 -0.35 -2.20
H -3.01 -1.26 -0.65
H -1.66 -1.31 -1.82
H -4.48 0.68 -0.69
H -4.36 3.96 2.02
H -0.07 2.78 1.35
H 2.13 4.55 3.70
H 2.28 6.44 5.29
H 0.33 7.81 5.81
H -1.88 7.33 4.81
H -3.09 5.46 2.96
C -0.23 -1.33 2.59
O -0.65 -0.56 1.52
H -1.11 -1.84 3.01
H 0.22 -0.73 3.39
H 0.49 -2.11 2.31
F 4.40 4.26 -3.30
C 3.48 3.38 -2.89
C 2.51 2.90 -3.78
F 2.51 3.35 -5.04
C 1.58 1.96 -3.37
F 0.68 1.52 -4.28
C 1.53 1.46 -2.05
O 0.68 0.57 -1.67
C 2.50 2.01 -1.19
F 2.45 1.61 0.11
C 3.46 2.92 -1.58
F 4.39 3.34 -0.70
O 1.91 -1.05 0.41
S 3.07 -1.62 1.15
C 3.32 -0.53 2.67
C 4.22 0.64 2.57
C 5.60 0.46 2.48
C 6.45 1.55 2.37
C 5.93 2.83 2.35
C 4.56 3.02 2.47
C 3.71 1.94 2.59
C 4.51 -1.18 0.05
C 5.53 -2.27 0.03
C 6.88 -2.01 0.25
C 7.81 -3.04 0.21
C 7.40 -4.34 -0.06
C 6.06 -4.60 -0.28
C 5.13 -3.58 -0.23
H 3.70 -1.24 3.41
H 2.31 -0.23 2.93
H 6.01 -0.54 2.51
H 7.52 1.40 2.30
H 6.58 3.68 2.25
H 4.16 4.02 2.48
H 2.65 2.09 2.69
H 4.92 -0.22 0.35
H 4.02 -1.09 -0.92
H 7.21 -1.00 0.43
H 8.85 -2.82 0.38
H 8.13 -5.13 -0.10
H 5.74 -5.61 -0.50
H 4.09 -3.79 -0.42
*
```



Copy entry 3 word for word.
ORCA calculation (ωB97M-V with the def2-TZVPD basis set) on a structure of composition C35H28BrF5N2O5SZn in a non-equilibrium geometry.

The calculation puts the highest occupied orbital energy at -7.62 eV. Its LUMO energy is 0.000 Eh. The gap between HOMO and LUMO is 7.613 eV.

```
! RIJCOSX wB97M-V def2-TZVPD def2/J DEFGRID3
* xyz 0 1
Zn 0.32 0.14 0.16
C -2.45 -0.69 -1.40
O -1.78 0.40 -0.80
C -2.50 1.30 -0.11
C -3.89 1.37 -0.12
C -4.52 2.34 0.65
Br -6.42 2.40 0.66
C -3.82 3.24 1.42
C -2.42 3.19 1.42
C -1.76 2.22 0.66
O -0.41 2.14 0.63
C -1.64 4.07 2.26
N -0.35 3.92 2.45
C 0.03 4.89 3.34
C 1.27 5.16 3.92
C 1.34 6.21 4.81
C 0.22 6.99 5.12
C -1.02 6.73 4.56
C -1.10 5.67 3.67
N -2.14 5.13 2.97
H -3.11 -0.35 -2.20
H -3.01 -1.26 -0.65
H -1.66 -1.31 -1.82
H -4.48 0.68 -0.69
H -4.36 3.96 2.02
H -0.07 2.78 1.35
H 2.13 4.55 3.70
H 2.28 6.44 5.29
H 0.33 7.81 5.81
H -1.88 7.33 4.81
H -3.09 5.46 2.96
C -0.23 -1.33 2.59
O -0.65 -0.56 1.52
H -1.11 -1.84 3.01
H 0.22 -0.73 3.39
H 0.49 -2.11 2.31
F 4.40 4.26 -3.30
C 3.48 3.38 -2.89
C 2.51 2.90 -3.78
F 2.51 3.35 -5.04
C 1.58 1.96 -3.37
F 0.68 1.52 -4.28
C 1.53 1.46 -2.05
O 0.68 0.57 -1.67
C 2.50 2.01 -1.19
F 2.45 1.61 0.11
C 3.46 2.92 -1.58
F 4.39 3.34 -0.70
O 1.91 -1.05 0.41
S 3.07 -1.62 1.15
C 3.32 -0.53 2.67
C 4.22 0.64 2.57
C 5.60 0.46 2.48
C 6.45 1.55 2.37
C 5.93 2.83 2.35
C 4.56 3.02 2.47
C 3.71 1.94 2.59
C 4.51 -1.18 0.05
C 5.53 -2.27 0.03
C 6.88 -2.01 0.25
C 7.81 -3.04 0.21
C 7.40 -4.34 -0.06
C 6.06 -4.60 -0.28
C 5.13 -3.58 -0.23
H 3.70 -1.24 3.41
H 2.31 -0.23 2.93
H 6.01 -0.54 2.51
H 7.52 1.40 2.30
H 6.58 3.68 2.25
H 4.16 4.02 2.48
H 2.65 2.09 2.69
H 4.92 -0.22 0.35
H 4.02 -1.09 -0.92
H 7.21 -1.00 0.43
H 8.85 -2.82 0.38
H 8.13 -5.13 -0.10
H 5.74 -5.61 -0.50
H 4.09 -3.79 -0.42
*
```